This record from the OMol25 dataset describes a molecular structure, C37H29ClGeO7PSW in a non-equilibrium geometry. The level of theory is ωB97M-V/def2-TZVPD.

XYZ file:
```
78
Properties=species:S:1:pos:R:3:forces:R:3:mulliken_spin:R:1
W 1.02752 0.33268 1.24512 -0.499 -1.238 -0.352 -0.004
O 2.61557 4.10883 2.69730 -0.031 0.032 0.040 0.068
Cl 3.32657 0.29844 0.60752 0.150 -0.075 -0.003 0.003
O 1.46840 -1.60780 1.20680 0.138 -0.113 0.115 0.116
O 1.16804 1.97532 0.11199 0.007 0.231 0.320 0.037
O 1.14833 0.65107 2.87392 0.034 0.371 0.276 0.042
O -2.76443 0.04086 -0.18692 -0.087 -0.061 0.022 0.004
S -1.51511 0.74079 -0.23958 0.125 0.376 -0.110 -0.025
O -0.97656 1.11930 1.11550 -0.155 -0.469 0.028 -0.001
O -0.43860 0.10612 -0.98893 0.018 -0.045 0.025 0.012
C -1.87382 2.34382 -0.94088 0.055 -0.067 0.145 0.013
C -3.12658 2.49011 -1.51658 0.002 0.061 -0.094 0.001
C -3.55507 3.73740 -1.94168 -0.017 0.014 -0.017 -0.001
C -2.75071 4.84535 -1.73399 -0.025 -0.019 -0.020 0.007
C -1.50460 4.69389 -1.14736 0.021 -0.049 0.054 0.010
C -1.01944 3.43905 -0.77341 0.058 0.054 0.030 -0.051
P 0.67642 3.43390 -0.06323 -0.168 0.540 -0.545 0.092
C 0.65142 4.57155 1.20537 0.154 -0.475 0.430 0.023
C -0.42420 4.50432 2.15180 -0.047 0.086 -0.132 0.401
C -0.29080 4.95043 3.46653 -0.076 0.061 -0.040 -0.131
C 0.89836 5.42132 3.97392 -0.011 -0.032 0.040 0.494
C 2.10047 5.39275 3.13700 0.064 0.139 0.122 0.001
C 1.97987 4.97953 1.73554 0.057 -0.010 -0.364 -0.041
C 1.83572 3.98052 -1.36418 -0.020 -0.080 0.053 -0.007
C 1.52017 4.86847 -2.38885 -0.024 0.040 0.016 0.003
C 2.47965 5.24650 -3.31626 0.011 -0.012 0.011 0.002
C 3.77098 4.74746 -3.22464 0.005 0.007 -0.004 0.000
C 4.09399 3.86063 -2.20906 0.028 0.003 -0.024 0.003
C 3.13212 3.46863 -1.29017 -0.043 0.014 0.062 0.002
H -3.77009 1.62609 -1.60016 0.026 -0.017 0.019 0.000
H -4.53175 3.84120 -2.39666 -0.001 0.021 0.007 0.000
H -3.09438 5.83488 -2.00697 -0.016 -0.007 -0.012 0.000
H -0.90508 5.56716 -0.92760 0.016 -0.003 0.009 -0.007
H -1.38719 4.12523 1.82743 0.022 -0.051 0.024 0.089
H -1.16818 4.93364 4.10360 -0.005 -0.012 -0.008 -0.007
H 0.96876 5.78536 4.99044 0.022 -0.016 -0.001 0.031
H 2.90063 6.07883 3.40417 -0.027 0.024 -0.023 -0.006
H 2.68600 5.39208 1.01700 -0.008 -0.031 -0.006 -0.024
H 0.52053 5.26548 -2.48633 -0.013 -0.006 0.001 -0.007
H 2.21453 5.92974 -4.11349 -0.001 -0.002 0.002 0.000
H 4.52035 5.04394 -3.94835 -0.002 -0.002 0.003 0.000
H 5.09595 3.45721 -2.13514 -0.003 0.002 0.006 0.000
H 3.38060 2.75085 -0.51860 0.002 -0.007 -0.010 0.003
C 0.15209 -1.60451 1.34701 0.178 0.949 -0.140 0.848
Ge -0.56123 -3.19684 0.47135 0.065 -0.111 0.116 -0.077
C 0.39537 -4.52673 1.56433 0.078 0.011 -0.043 0.030
C -0.15565 -5.06255 2.72650 -0.034 -0.014 0.046 -0.006
C 0.58293 -5.90064 3.55055 0.003 -0.011 -0.005 0.006
C 1.89601 -6.21280 3.22618 -0.010 0.002 0.008 -0.001
C 2.46230 -5.68052 2.07735 0.007 -0.003 -0.007 0.002
C 1.71701 -4.84329 1.25754 0.015 -0.075 -0.050 -0.007
C -2.42814 -3.79282 0.47927 0.041 -0.153 -0.002 0.008
C -3.56679 -2.99955 0.37691 0.011 0.111 0.080 -0.004
C -4.82971 -3.57239 0.29291 -0.038 0.010 0.014 0.000
C -4.98265 -4.95055 0.29986 0.028 0.011 -0.009 0.000
C -3.85838 -5.75758 0.39594 -0.008 0.003 0.007 0.000
C -2.59890 -5.18195 0.48839 -0.033 -0.015 -0.033 0.000
C 0.15221 -3.35924 -1.34868 -0.066 -0.048 -0.061 0.061
C -0.39361 -4.32882 -2.18947 -0.032 -0.015 -0.070 -0.006
C 0.13143 -4.56275 -3.45398 -0.025 0.013 0.017 0.002
C 1.21355 -3.81985 -3.90142 0.016 -0.001 -0.003 0.000
C 1.75586 -2.83929 -3.08289 0.003 0.013 -0.009 0.001
C 1.23065 -2.61031 -1.81838 0.009 0.008 0.011 -0.005
H -1.17788 -4.82688 3.00308 -0.002 0.026 -0.025 -0.003
H 0.13310 -6.30476 4.44956 0.008 -0.001 0.003 0.000
H 2.47631 -6.86178 3.87082 0.001 -0.001 -0.005 0.000
H 3.48923 -5.90936 1.81933 -0.001 -0.004 0.011 0.000
H 2.17935 -4.43047 0.36769 -0.020 0.020 0.004 -0.001
H -3.47532 -1.92483 0.36658 0.027 0.073 -0.032 0.008
H -5.69872 -2.92956 0.22082 -0.002 -0.007 -0.001 0.000
H -5.96891 -5.39321 0.23038 0.000 0.006 0.002 0.000
H -3.95660 -6.83651 0.40170 -0.010 0.003 0.002 0.000
H -1.73789 -5.83544 0.56777 0.030 0.022 0.012 0.001
H -1.25219 -4.90885 -1.86779 0.029 0.002 0.029 0.000
H -0.31062 -5.32217 -4.08800 0.010 0.001 -0.005 0.000
H 1.63095 -4.00234 -4.88444 -0.009 0.015 -0.003 0.000
H 2.59285 -2.24281 -3.42481 0.000 -0.010 -0.008 0.000
H 1.67760 -1.84095 -1.20386 -0.001 -0.008 0.054 -0.004
```
Positions in Å, forces in eV/Å.

## Properties
- LUMO (alpha / beta): 2.458 / 2.453 eV
- ⟨S²⟩: 2.027
- HOMO-LUMO gap (alpha / beta): 5.619 / 7.870 eV
- Charge: -1
- Total energy: -5297.8689 hartree
- Multiplicity: 3



This record from the OMol25 dataset describes a molecular structure, C37H29N8O6Ti in a non-equilibrium geometry. The level of theory is ωB97M-V/def2-TZVPD.

XYZ file:
```
81
Properties=species:S:1:pos:R:3:forces:R:3:lowdin_charge:R:1
Ti 0.51058 -0.43397 -0.78648 -1.839 -1.168 -1.255 1.045
O 1.28592 1.30673 -1.29333 0.199 0.860 -0.470 -0.176
C 2.16394 1.30270 -2.26828 0.198 0.068 0.357 -0.338
C 2.15913 2.32846 -3.22856 0.019 -0.030 -0.050 -0.019
C 3.05256 2.33243 -4.28015 0.070 -0.030 -0.036 -0.102
C 4.01627 1.33096 -4.40989 -0.061 0.019 0.034 -0.114
C 4.06822 0.33730 -3.45027 0.067 -0.032 -0.044 -0.052
C 3.17231 0.29830 -2.38342 0.011 -0.264 0.116 -0.140
C 3.36144 -0.68293 -1.31227 0.313 0.397 -0.254 -0.025
N 2.44708 -0.85163 -0.44517 0.398 -0.358 0.715 -0.091
N 2.69998 -1.38981 0.81922 0.253 -0.033 -0.357 0.125
C 1.72265 -0.99068 1.58005 0.061 0.545 0.369 -0.421
O 0.71481 -0.27071 1.16927 0.420 -0.124 0.754 -0.164
C 1.81964 -1.22962 3.05067 -0.089 -0.135 -0.327 -0.130
C 0.89614 -0.62599 3.89156 -0.144 0.019 0.187 -0.015
C 0.98694 -0.79718 5.26824 0.012 -0.006 -0.113 -0.083
C 1.99928 -1.58010 5.80399 0.009 0.004 -0.017 -0.106
C 2.91480 -2.19853 4.95937 -0.016 -0.002 -0.037 -0.092
C 2.82505 -2.02445 3.58698 0.131 -0.086 0.087 -0.030
H 1.40234 3.09893 -3.13941 0.006 0.000 0.019 0.101
H 3.00044 3.12616 -5.01758 -0.001 -0.015 0.002 0.094
H 4.70823 1.33147 -5.24178 -0.011 0.004 0.011 0.088
H 4.81607 -0.44641 -3.52166 0.000 0.030 0.005 0.109
H 4.33113 -1.16221 -1.17956 0.067 0.091 0.051 0.134
H 0.10505 -0.03318 3.44910 0.035 -0.010 0.022 0.098
H 0.26265 -0.32423 5.91992 -0.015 -0.001 -0.002 0.095
H 2.07526 -1.71174 6.87647 -0.008 -0.014 0.001 0.093
H 3.69945 -2.82029 5.37296 -0.002 0.009 0.001 0.095
H 3.52947 -2.49556 2.91334 -0.015 0.023 0.030 0.107
C -1.16843 2.93010 -0.62974 0.266 0.016 0.049 -0.150
N -0.72442 2.65569 0.71419 -0.150 -0.350 -0.214 -0.021
C -1.71882 2.56895 1.75241 0.005 0.191 0.069 -0.146
C -2.15853 1.22403 2.25601 -0.026 0.037 0.247 -0.312
N -2.11244 0.07439 1.67181 -0.141 -0.032 0.021 0.191
C -2.59614 -0.83134 2.61020 0.056 -0.057 -0.162 -0.223
C -2.72640 -2.21315 2.51444 0.007 -0.098 0.001 0.002
C -3.22649 -2.89228 3.61168 0.005 0.060 0.011 -0.097
C -3.59177 -2.21613 4.78712 0.034 0.008 -0.067 -0.110
C -3.46022 -0.84242 4.90015 0.022 -0.009 -0.055 -0.039
C -2.95255 -0.17197 3.79138 -0.019 0.129 0.081 -0.210
N -2.66258 1.15758 3.54438 -0.003 -0.159 -0.042 0.146
C -1.64544 1.81370 -1.52151 -0.287 -0.181 0.214 -0.283
N -1.58357 0.52016 -1.34219 0.190 0.370 -0.134 0.128
C -2.25728 -0.03568 -2.44023 0.115 -0.192 0.430 -0.205
C -2.53464 -1.36652 -2.71832 0.074 -0.177 -0.007 0.005
C -3.22964 -1.64575 -3.87936 -0.008 0.045 -0.051 -0.074
C -3.64018 -0.62269 -4.74787 0.038 -0.057 0.037 -0.097
C -3.38001 0.70714 -4.46947 -0.013 0.008 -0.021 -0.030
C -2.68910 0.96958 -3.29311 -0.047 0.262 -0.033 -0.185
N -2.29715 2.14767 -2.67228 -0.066 -0.044 -0.176 0.166
H -0.35630 3.42336 -1.16364 0.116 0.050 -0.050 0.113
H -1.98537 3.65327 -0.55627 -0.033 0.045 -0.078 0.119
H -0.03012 1.92294 0.77087 0.143 -0.016 0.005 0.084
H -2.60545 3.12464 1.43445 -0.035 0.022 -0.017 0.123
H -1.33673 3.09728 2.63343 -0.035 0.074 0.086 0.114
H -2.42286 -2.72629 1.60965 -0.008 0.035 0.025 0.117
H -3.33277 -3.96879 3.56858 0.001 0.012 0.007 0.095
H -3.97721 -2.78230 5.62615 0.006 0.006 -0.013 0.092
H -3.73524 -0.32277 5.81007 0.010 -0.007 -0.012 0.099
H -2.74942 1.92314 4.18704 0.027 0.008 0.008 0.148
H -2.18419 -2.15058 -2.05632 0.010 0.011 -0.033 0.118
H -3.43778 -2.67577 -4.13838 0.006 0.012 -0.006 0.104
H -4.16132 -0.88054 -5.66106 -0.009 -0.004 0.011 0.095
H -3.69659 1.49786 -5.13942 0.006 -0.021 0.029 0.101
H -2.37111 3.07497 -3.04866 -0.055 0.026 0.039 0.157
O 0.17278 -2.24876 -0.60113 -0.027 -0.109 -0.352 -0.243
C 0.32725 -3.28634 -1.42891 -0.135 0.325 0.077 -0.200
C 0.42223 -3.13517 -2.82175 -0.187 0.168 0.172 -0.174
C 0.40965 -4.24658 -3.69371 0.044 -0.152 -0.028 0.024
C 0.39507 -4.06991 -5.05703 0.039 -0.173 -0.057 -0.188
C 0.40443 -2.80892 -5.65765 0.023 0.057 -0.134 -0.050
C 0.46457 -1.70858 -4.82250 0.084 0.046 -0.067 -0.016
C 0.48558 -1.83552 -3.43438 -0.013 -0.133 0.185 -0.314
O 0.54992 -0.75716 -2.66991 -0.047 0.029 -0.126 -0.183
N 0.34063 -5.26137 -5.91859 -0.253 0.284 0.246 -0.365
O 0.35595 -6.36301 -5.39703 0.101 -0.132 0.059 0.034
O 0.24504 -5.10003 -7.12373 0.094 0.038 -0.145 0.032
H 0.33503 -4.27501 -0.98673 0.022 -0.051 0.135 0.092
H 0.38198 -5.24920 -3.28742 -0.016 0.023 -0.016 0.116
H 0.37539 -2.71868 -6.73290 0.006 0.020 0.039 0.096
H 0.49411 -0.70385 -5.23094 0.000 -0.024 0.015 0.116
```
Positions in Å, forces in eV/Å.

## Properties
- LUMO (alpha / beta): 2.190 / 2.190 eV
- HOMO-LUMO gap (alpha / beta): 4.208 / 4.212 eV
- Charge: -1
- Total energy: -3166.4684 hartree
- Multiplicity: 1



This record from the OMol25 dataset describes 2 unconnected molecules or ions with the total composition C37H30BF3N2O2S in a non-equilibrium geometry. The level of theory is ωB97M-V/def2-TZVPD.

XYZ file:
```
76
Properties=species:S:1:pos:R:3:forces:R:3:lowdin_charge:R:1
C 5.32456 -1.39669 -0.74511 0.089 0.268 -0.180 0.014
N 3.94771 -1.66831 -0.35017 -0.949 0.521 -0.331 -0.056
C 2.84844 -0.91300 -0.64467 0.133 -0.428 0.662 0.068
C 1.68568 -1.52397 -0.12198 0.084 0.105 0.039 -0.110
C 0.31908 -1.14031 -0.25389 0.828 -0.984 -1.063 0.155
C -0.67938 -2.12898 -0.41215 -0.434 -0.351 0.616 -0.111
C -0.53275 -3.42247 -0.98438 -0.816 0.104 0.458 0.038
N -1.70680 -4.10911 -0.92461 1.212 0.748 -0.228 -0.058
C -1.87163 -5.49775 -1.32774 0.134 -0.186 -0.221 0.007
C -2.68166 -3.31697 -0.30144 0.377 0.415 0.773 -0.154
C -2.06095 -2.09866 0.08004 -0.184 -0.639 -0.335 -0.095
C -2.71047 -1.27973 0.98766 -0.460 0.252 0.227 -0.007
C -4.02386 -1.58762 1.37222 0.421 -0.002 -0.166 -0.066
C -4.65765 -2.75250 0.91785 0.365 -0.169 -0.343 -0.066
C -3.96196 -3.66712 0.10881 -0.251 0.287 0.065 -0.009
C 2.15421 -2.73306 0.54875 0.788 -0.155 -0.576 -0.118
C 3.55504 -2.81721 0.34181 -0.729 -0.017 -0.287 -0.155
C 4.29349 -3.96423 0.62572 -0.251 -0.297 0.410 -0.003
C 3.60319 -5.04511 1.19479 0.245 0.505 -0.424 -0.077
C 2.22944 -4.94645 1.46437 -0.238 0.503 0.239 -0.076
C 1.51311 -3.76999 1.20581 0.192 -0.804 0.336 -0.031
H 5.97230 -2.14252 -0.27252 -0.166 0.315 -0.173 0.086
H 5.42685 -1.45696 -1.83569 0.006 -0.070 0.247 0.104
H 5.62952 -0.39461 -0.41549 -0.147 -0.334 -0.020 0.087
H 2.89169 -0.02254 -1.26612 0.186 -0.090 0.298 0.153
H 0.07159 -0.08883 -0.35946 -0.206 0.001 0.232 0.113
H 0.34816 -3.86769 -1.43529 -0.207 0.115 0.018 0.155
H -2.91777 -5.78073 -1.20384 0.216 0.039 -0.096 0.083
H -1.57919 -5.62548 -2.37658 -0.161 0.052 0.210 0.102
H -1.24791 -6.16386 -0.71401 -0.217 0.285 -0.084 0.103
H -2.17935 -0.42085 1.39025 -0.329 0.047 -0.161 0.115
H -4.55601 -0.91186 2.04342 0.177 -0.213 -0.185 0.112
H -5.69042 -2.94888 1.21237 0.381 -0.054 -0.075 0.107
H -4.38991 -4.62033 -0.19405 -0.096 0.248 0.159 0.102
H 5.35341 -4.01631 0.38130 -0.262 -0.122 0.201 0.105
H 4.13407 -5.97110 1.42045 -0.154 0.291 -0.115 0.106
H 1.70884 -5.80418 1.88526 0.129 0.220 0.077 0.102
H 0.47203 -3.65481 1.49762 0.113 -0.299 -0.180 0.121
C -1.64617 7.73957 -0.22702 -0.109 0.307 -0.251 -0.129
C -1.53992 6.29909 0.09736 0.015 -1.209 0.884 -0.601
C -1.61717 5.69360 1.33410 0.182 -0.003 -0.627 -0.144
C -1.35166 4.27712 1.31410 0.097 0.980 -0.691 -0.132
C -1.05995 3.81328 0.05462 -0.158 0.552 -0.080 -0.390
B -0.67262 2.29028 -0.37811 0.072 2.112 0.842 -0.786
C 0.80125 2.15155 0.36758 -1.420 -0.702 -0.738 -0.102
C 1.90938 2.75660 -0.21020 0.805 0.250 0.067 -0.018
C 3.17572 2.64175 0.37328 -0.650 -0.236 -0.492 -0.014
C 3.30383 1.90538 1.54189 0.526 -0.116 0.243 -0.162
C 4.67282 1.48734 1.99856 0.276 0.077 0.187 -0.521
F 5.14035 2.20161 3.05740 -0.121 -0.551 -0.535 0.126
F 4.69452 0.16300 2.36610 0.085 0.857 -0.121 0.099
F 5.60701 1.60830 0.99806 -0.490 -0.059 0.713 0.086
C 2.18073 1.48129 2.24535 -0.471 -0.162 -0.280 -0.006
C 0.92822 1.58072 1.62731 0.730 -0.050 0.686 -0.039
O -1.89143 1.57978 0.14342 0.465 -1.478 -0.004 0.052
C -2.68198 1.44923 -0.94337 -0.014 0.263 -0.866 -0.227
C -1.96070 1.73833 -2.13762 -1.062 0.152 0.161 -0.222
C -2.60570 1.71510 -3.37613 0.655 -0.060 0.747 -0.014
C -3.96872 1.40799 -3.39679 -0.470 -0.236 0.062 -0.120
C -4.67469 1.13796 -2.21904 -0.066 -0.001 -0.394 -0.114
C -4.04476 1.17096 -0.97306 0.851 -0.092 0.114 -0.017
O -0.68972 2.12398 -1.86393 0.094 -0.720 0.155 0.069
S -1.20357 5.08980 -1.10881 0.238 0.176 0.675 1.075
H -1.97083 8.31516 0.64260 0.020 -0.079 -0.041 0.074
H -0.67891 8.13519 -0.55649 -0.154 0.046 -0.006 0.072
H -2.37276 7.89336 -1.02894 0.066 0.177 0.006 0.069
H -1.82105 6.24917 2.24273 -0.015 0.030 -0.051 0.097
H -1.34590 3.68481 2.22169 0.034 -0.130 -0.162 0.104
H 1.79916 3.35064 -1.11586 -0.047 -0.217 0.061 0.124
H 4.04694 3.07294 -0.10571 -0.046 -0.094 0.001 0.118
H 2.27693 1.05723 3.24332 0.046 -0.130 -0.268 0.123
H 0.05032 1.21114 2.15489 0.077 0.014 -0.130 0.119
H -2.03083 1.94101 -4.27088 -0.226 0.017 0.061 0.111
H -4.49808 1.38174 -4.35374 0.184 0.016 0.336 0.093
H -5.73859 0.89924 -2.26335 0.277 0.116 -0.067 0.093
H -4.55615 0.97552 -0.03463 -0.096 0.074 -0.221 0.105
```
Positions in Å, forces in eV/Å.

## Properties
- LUMO: -2.144 eV
- HOMO-LUMO gap: 4.340 eV
- Charge: 0
- Total energy: -2410.6160 hartree
- Multiplicity: 1



How do the records compare in energy above the lowest of the compared OMol25 structures with the same formula, charge and spin? In the order shown, they have 0.0; 170.8; 0.0 kJ/mol.